No. 1
Entry from the OMol25 dataset: 2 unconnected molecules or ions with the total composition C6H13N2S (ωB97M-V with the def2-TZVPD basis set).

The geometry in XYZ format:
```
22
C6H13N2S ωB97M-V with the def2-TZVPD basis set
C 2.017 -0.508 0.922
C 2.232 -0.968 -0.447
C 0.716 1.044 -0.143
C 0.283 2.368 -0.298
C -1.878 -0.694 -1.110
C -1.280 -1.057 1.260
N 1.285 0.544 1.008
N -1.496 -0.060 0.208
S 1.297 0.096 -1.539
H 2.450 -0.873 1.855
H 3.267 -0.656 -0.819
H 2.135 -2.123 -0.630
H -0.791 2.407 -0.724
H 0.943 2.906 -0.962
H 0.198 2.943 0.615
H -1.229 -1.589 -1.274
H -2.931 -0.833 -1.170
H -1.697 -0.059 -1.949
H -0.407 -1.700 1.122
H -1.082 -0.395 2.111
H -2.086 -1.674 1.513
H -1.946 0.882 0.453
```

The calculation puts the calculated total energy at -743.78421 a.u. As for the gap between HOMO and LUMO: 7.6926 eV. As for the relative energy (zero: lowest compared OMol25 entry of this formula, charge and spin): 297.3 kJ/mol. Its net charge is +1.


No. 2
Entry from the OMol25 dataset: 2 unconnected molecules or ions with the total composition C6H13N2S2 (ωB97M-V with the def2-TZVPD basis set).

The geometry in XYZ format:
```
23
C6H13N2S2 ωB97M-V with the def2-TZVPD basis set
C 2.287 -0.079 0.246
C -0.532 2.117 1.074
C -0.135 -0.222 0.728
C -0.816 0.084 -0.504
C 0.042 -0.536 -1.595
C -2.266 -0.431 -0.364
N 2.897 -1.249 0.324
N -0.080 0.824 1.561
S 3.242 1.171 -0.268
S -0.684 1.919 -0.718
H -1.471 2.474 1.574
H 0.121 2.990 1.160
H 0.196 -1.236 0.996
H 1.063 -0.314 -1.185
H -0.177 -0.027 -2.557
H -0.181 -1.613 -1.793
H -2.810 -0.211 -1.276
H -2.870 0.038 0.467
H -2.178 -1.462 -0.091
H 2.205 -2.014 0.281
H 3.830 -1.385 0.058
H 2.384 2.277 -0.122
H 0.438 0.703 2.435
```

The calculation puts the calculated total energy at -1141.95931 a.u. As for the gap between HOMO and LUMO: 8.6029 eV. As for the relative energy (zero: lowest compared OMol25 entry of this formula, charge and spin): 324.0 kJ/mol. Its net charge is +1.


No. 3
Entry from the OMol25 dataset: 2 unconnected molecules or ions with the total composition C6H13N3 (ωB97M-V with the def2-TZVPD basis set).

The geometry in XYZ format:
```
22
C6H13N3 ωB97M-V with the def2-TZVPD basis set
C -1.770 -0.194 0.245
C -0.372 1.720 -0.223
N -0.545 0.281 -0.384
C 1.744 0.139 1.597
C 1.811 -0.837 0.849
N 2.122 0.853 2.697
N 1.464 -2.076 0.435
C -0.303 -0.180 -1.708
C -1.108 -0.932 -2.465
H 1.485 0.813 3.483
H 2.437 1.795 2.504
H 2.175 -2.569 -0.089
H 0.496 -2.077 0.113
H 0.547 0.311 -2.163
H 0.523 2.042 -0.752
H -2.673 0.221 -0.217
H -1.836 -1.276 0.155
H -1.742 0.088 1.296
H -0.231 1.905 0.844
H -1.228 2.312 -0.565
H -0.983 -0.940 -3.534
H -2.013 -1.398 -2.117
```

The calculation puts the calculated total energy at -400.53787 a.u. As for the gap between HOMO and LUMO: 8.0660 eV. As for the relative energy (zero: lowest compared OMol25 entry of this formula, charge and spin): 407.3 kJ/mol. The SMILES is C=CN(C)C.NC#CN.


> Number 1 is which compound?

C6H13N2S